1.
The following is a DFT calculation (the ωB97M-V functional and the def2-TZVPD basis) of a molecular structure, C6H7NS.

F_max   5.558 eV Å⁻¹
HOMO energy   -8.5 eV
DFT total energy   -685.604574 hartree
Relative energy (zero: lowest compared OMol25 entry of this formula, charge and spin)   4.498 eV
LUMO   -0.0413 Ha
Net charge   0

Last column: Löwdin charge in e.
Geometry (Å):
1 C -1.31201 1.64529 -0.06600  -0.026
2 C -0.17121 0.58240 0.11288  -0.207
3 C 1.10454 0.98157 0.23524  -0.136
4 C 1.88457 -0.16599 0.07598  -0.812
5 C 1.02566 -1.31428 -0.29417  -0.057
6 C -0.15038 -0.82401 -0.05911  -0.402
7 H -1.78446 1.65631 0.99971  0.100
8 H -0.84188 2.64292 -0.26302  0.085
9 H -2.18809 1.13012 -0.65671  0.098
10 H 1.54007 1.85168 -0.12005  0.090
11 H 1.47874 -2.25234 -0.20334  0.100
12 H -0.63817 -2.66751 0.17620  0.124
13 H -2.24002 -1.56076 -0.41794  0.220
14 N -1.19142 -1.70622 0.38730  0.043
15 S 3.48405 0.00083 0.09305  0.780

2.
The following is a DFT calculation (the ωB97M-V functional and the def2-TZVPD basis) of a molecular structure, C38H38CrN4O2SSb2.

F_max   1.661 eV Å⁻¹
HOMO energy (spin up / spin down)   -10.5 / -10.4 eV
DFT total energy   -3763.183440 hartree
Relative energy (zero: lowest compared OMol25 entry of this formula, charge and spin)   0.504 eV
2S+1   4
LUMO (spin up / spin down)   -0.1366 / -0.1231 Ha
Net charge   +1

Last column: Mulliken spin population.
Geometry (Å):
1 Cr -1.20576 1.71630 0.86331  3.334
2 C 0.14192 -2.18637 2.37479  -0.006
3 C 1.41800 -1.55449 2.98282  0.000
4 C 1.51714 -0.03128 2.80427  0.028
5 Sb 1.24197 0.68362 0.78549  -0.164
6 C 2.21942 2.59339 0.80690  -0.022
7 C 2.37137 3.20895 -0.43461  -0.001
8 C 3.10508 4.38204 -0.55734  0.001
9 C 3.69021 4.95155 0.56549  0.000
10 C 3.53156 4.35179 1.80807  0.001
11 C 2.79804 3.17752 1.92915  0.007
12 C 3.06529 -0.16711 -0.01695  -0.008
13 C 4.19161 0.06155 0.76848  -0.004
14 C 5.40556 -0.52983 0.43483  -0.002
15 C 5.50360 -1.32504 -0.69905  0.001
16 C 4.39401 -1.50281 -1.51411  -0.001
17 C 3.17678 -0.92962 -1.17254  0.004
18 Sb 0.54411 -2.76331 0.31978  -0.012
19 C 0.80603 -4.84221 0.75340  -0.001
20 C 1.22580 -5.29875 1.99994  0.000
21 C 1.42143 -6.65911 2.21736  0.000
22 C 1.21016 -7.56675 1.18853  0.000
23 C 0.81453 -7.11531 -0.06502  0.000
24 C 0.61873 -5.75790 -0.28431  0.000
25 C -1.39386 -3.02592 -0.56182  0.004
26 C -2.31839 -3.97176 -0.11199  -0.001
27 C -3.45693 -4.25026 -0.86021  0.000
28 C -3.68160 -3.59137 -2.06482  0.000
29 C -2.77916 -2.63675 -2.51353  -0.001
30 C -1.64082 -2.35712 -1.76494  -0.001
31 H -0.67056 -1.46183 2.38275  0.023
32 H -0.18206 -3.06653 2.92698  0.000
33 H 2.31354 -2.02394 2.56257  0.001
34 H 1.44596 -1.75033 4.05814  0.000
35 H 2.48563 0.33025 3.14658  0.001
36 H 0.73757 0.46013 3.38567  -0.001
37 H 1.93306 2.76360 -1.32491  -0.003
38 H 3.23046 4.84206 -1.52954  0.000
39 H 4.27370 5.85987 0.47433  0.000
40 H 3.98138 4.79491 2.68800  0.000
41 H 2.68302 2.72558 2.90929  0.000
42 H 4.14098 0.71081 1.63422  -0.001
43 H 6.27168 -0.36243 1.06351  0.000
44 H 6.44553 -1.79741 -0.95107  0.000
45 H 4.47189 -2.09755 -2.41717  0.000
46 H 2.32835 -1.07645 -1.82427  -0.003
47 H 1.41113 -4.60348 2.81326  0.000
48 H 1.74244 -7.00826 3.19227  0.000
49 H 1.35588 -8.62609 1.36116  0.000
50 H 0.66290 -7.81986 -0.87437  0.000
51 H 0.30578 -5.41094 -1.26530  0.000
52 H -2.13193 -4.51766 0.80776  0.000
53 H -4.15815 -5.00445 -0.51882  0.000
54 H -4.56205 -3.82387 -2.65225  0.000
55 H -2.95814 -2.11479 -3.44610  0.000
56 H -0.93123 -1.62311 -2.13436  -0.001
57 N -1.33390 6.60826 -4.84172  0.000
58 C -1.73571 5.70033 -3.90967  0.000
59 C -3.05538 5.71196 -3.42493  0.000
60 C -3.46639 4.78898 -2.49056  -0.001
61 C -2.55563 3.84627 -2.01769  -0.007
62 C -1.23987 3.82632 -2.47266  0.012
63 C -0.83531 4.74182 -3.41233  0.004
64 S -3.08593 2.78796 -0.76046  -0.007
65 O -2.44505 3.26208 0.52672  -0.001
66 O -4.51040 2.72696 -0.70161  0.003
67 N -2.33146 1.35497 -0.94304  0.008
68 C -3.03152 0.40070 -0.17451  -0.011
69 N -4.16403 -0.16487 -0.54189  -0.011
70 C -4.77085 -0.92224 0.36238  0.018
71 C -4.29068 -1.09260 1.66067  -0.005
72 C -3.09804 -0.49850 1.96134  0.048
73 N -2.43758 0.20858 1.03135  -0.096
74 H -1.98613 7.26337 -5.22863  0.000
75 H -0.41338 6.57389 -5.23502  0.000
76 H -3.75468 6.45328 -3.79332  0.000
77 H -4.48595 4.77933 -2.12344  0.000
78 H -0.54091 3.08563 -2.10059  -0.002
79 H 0.18470 4.72990 -3.78018  0.000
80 H -5.69279 -1.39668 0.03942  0.000
81 H -4.82558 -1.66820 2.40214  -0.001
82 H -2.64120 -0.58112 2.93596  -0.004
83 C -0.53861 2.82486 2.43331  -0.143
84 H -1.41590 2.87411 3.09334  0.018
85 H -0.39799 3.82659 2.01671  -0.012
86 H 0.33359 2.58617 3.03923  0.016

3.
The following is a DFT calculation (the ωB97M-V functional and the def2-TZVPD basis) of a molecular structure, C10H28IrN4OS.

F_max   1.963 eV Å⁻¹
HOMO energy (spin up / spin down)   -24.0 / -24.3 eV
DFT total energy   -1192.920082 hartree
Relative energy (zero: lowest compared OMol25 entry of this formula, charge and spin)   0.559 eV
2S+1   2
LUMO (spin up / spin down)   -0.5613 / -0.6145 Ha
Net charge   +4

Last column: Mulliken spin population.
Geometry (Å):
1 Ir -0.22915 0.26541 -0.00036  0.027
2 N -1.92719 1.39270 -0.06964  0.001
3 C -3.04961 0.72343 0.64466  0.000
4 C -3.05819 -0.70560 0.16471  0.000
5 N -1.64907 -1.26884 0.08214  -0.001
6 C -1.27167 -2.04612 1.30393  0.000
7 C -1.17126 -1.11045 2.48642  0.001
8 N -0.18356 -0.04737 2.12643  0.001
9 C -1.48415 -2.03096 -1.20104  0.001
10 C -1.43641 -1.05353 -2.35554  0.000
11 N -0.27849 -0.15425 -2.09720  0.000
12 H -1.77948 2.32428 0.33190  0.000
13 H -2.17123 1.56251 -1.04835  0.000
14 H -3.99849 1.21973 0.42904  0.000
15 H -2.87824 0.83076 1.71232  0.000
16 H -3.50152 -0.76712 -0.82652  0.000
17 H -3.66459 -1.33870 0.81500  0.000
18 H -0.32594 -2.55204 1.09641  0.000
19 H -2.01613 -2.82511 1.49228  0.000
20 H -0.85923 -1.65294 3.37926  0.000
21 H -2.12382 -0.64548 2.72605  0.000
22 H 0.75255 -0.37794 2.36322  0.000
23 H -0.30868 0.78740 2.70154  0.000
24 H -2.31551 -2.73149 -1.32038  0.000
25 H -0.57091 -2.62513 -1.13126  0.000
26 H -2.33615 -0.44490 -2.43166  0.000
27 H -1.33262 -1.57917 -3.30559  0.000
28 H -0.27717 0.64840 -2.72945  0.000
29 H 0.57874 -0.66322 -2.31543  0.000
30 C 5.03411 -2.45961 0.63167  0.008
31 C 4.55409 -1.03415 0.85040  0.052
32 S 3.61817 -0.34985 -0.58234  0.488
33 O 2.19459 -0.00512 -0.25999  0.279
34 C 4.52871 1.05752 -1.31936  0.050
35 C 4.62534 2.23021 -0.35269  0.046
36 H 5.63932 -2.71650 1.50465  0.000
37 H 5.67990 -2.55479 -0.24017  0.002
38 H 4.21753 -3.17717 0.58038  -0.002
39 H 5.38502 -0.32243 0.92300  0.034
40 H 3.86846 -0.90516 1.68961  0.008
41 H 4.00845 1.28059 -2.25307  0.002
42 H 5.49090 0.58676 -1.55663  -0.007
43 H 3.65589 2.65405 -0.09999  -0.002
44 H 5.17939 2.99661 -0.90646  0.017
45 H 5.19873 2.00933 0.54587  -0.004

4.
The following is a DFT calculation (the ωB97M-V functional and the def2-TZVPD basis) of 2 unconnected molecules or ions with the total composition C3H10OSi2.

F_max   4.757 eV Å⁻¹
HOMO energy (spin up / spin down)   -6.8 / -7.5 eV
DFT total energy   -774.371042 hartree
Relative energy (zero: lowest compared OMol25 entry of this formula, charge and spin)   4.165 eV
LUMO (spin up / spin down)   -0.0155 / -0.0097 Ha
Net charge   0

Last column: Löwdin charge in e.
Geometry (Å):
1 C -2.09814 0.97827 -0.78559  -0.076
2 C -1.27219 0.16366 -0.05183  -0.319
3 C 0.72277 0.33349 2.58744  -0.212
4 O 1.02537 2.18730 0.29078  -0.221
5 Si 0.37159 -1.72764 -2.71059  0.554
6 Si 0.38590 0.67819 0.75150  0.660
7 H -2.89425 0.35682 -1.33696  0.078
8 H -2.02817 2.04317 -0.86031  0.033
9 H -1.47155 -0.85538 -0.04080  -0.011
10 H 1.67611 0.64877 2.75278  -0.024
11 H -0.12227 0.74887 3.25236  0.068
12 H 0.62431 -0.65663 2.85147  -0.019
13 H 0.77943 2.97007 0.74144  0.015
14 H -0.70393 -2.56269 -2.09023  -0.173
15 H -0.55069 -0.73940 -3.30812  -0.182
16 H 1.68977 -1.32180 -2.09743  -0.171

5.
The following is a DFT calculation (the ωB97M-V functional and the def2-TZVPD basis) of 2 unconnected molecules or ions with the total composition C3H9NO.

F_max   1.416 eV Å⁻¹
HOMO energy   -9.9 eV
DFT total energy   -249.640872 hartree
Relative energy (zero: lowest compared OMol25 entry of this formula, charge and spin)   1.982 eV
LUMO   0.0337 Ha
SMILES   C=C.NCO
Net charge   0

Last column: Löwdin charge in e.
Geometry (Å):
1 C 2.08207 -0.85517 0.21882  -0.089
2 C 2.04192 0.43313 -0.05563  -0.093
3 H 1.87649 -1.28237 1.18883  0.052
4 H 2.02268 -1.65433 -0.51350  0.049
5 H 1.96886 1.13667 0.76446  0.050
6 H 1.85053 0.79857 -1.05114  0.048
7 N -1.41045 -0.25421 -1.07297  0.017
8 C -1.95298 -0.02228 0.23647  -0.351
9 O -1.07898 0.62850 1.15678  -0.090
10 H -0.45422 -0.60803 -0.97561  0.049
11 H -1.23931 0.64614 -1.52023  0.066
12 H -2.14823 -0.99662 0.67034  0.111
13 H -2.84912 0.59454 0.17519  0.110
14 H -0.70926 1.43544 0.77818  0.070

6.
The following is a DFT calculation (the ωB97M-V functional and the def2-TZVPD basis) of a molecular structure, C3H5N3O.

F_max   7.040 eV Å⁻¹
HOMO energy   -8.9 eV
DFT total energy   -356.567462 hartree
Relative energy (zero: lowest compared OMol25 entry of this formula, charge and spin)   7.889 eV
LUMO   0.0159 Ha
Net charge   0

Last column: Löwdin charge in e.
Geometry (Å):
1 C -0.64490 -0.42582 1.07162  -0.218
2 C 0.32919 1.21192 -0.59335  -0.269
3 C -0.70470 -1.44202 -0.03134  -0.223
4 H -1.48500 0.46674 0.88329  0.153
5 H -1.13069 -0.85011 2.25593  0.180
6 H 0.96985 0.22749 2.29742  0.122
7 H -0.04034 2.29790 -1.23788  0.194
8 H -0.47195 -2.67337 0.29806  0.190
9 N 0.77760 0.19365 1.25742  -0.101
10 N 0.88235 1.39888 0.53310  0.007
11 N -0.17180 -1.23466 -1.13430  0.094
12 O -0.26707 0.24522 -1.47149  -0.129